1.
This record from the Open Molecules 2025 dataset describes one molecule with the formula C5H5N3 at a distorted geometry. The level of theory is ωB97M-V/def2-TZVPD.

Structure (XYZ):
```
13
Properties=species:S:1:pos:R:3:forces:R:3
H -2.764239 0.559458 0.085769 -1.225 -0.019 -0.720
N -2.505680 -0.371340 -0.223236 3.047 -1.385 0.728
C -1.166178 -0.215188 -0.140812 -8.696 3.521 -0.775
C -0.364296 -1.334506 -0.042300 2.285 -3.918 2.205
C 0.974247 -1.448240 0.112990 -0.882 3.290 -1.155
N 1.934631 -0.397628 -0.222543 -1.249 0.573 0.347
C 1.594489 0.843472 -0.160957 0.150 0.010 -0.055
C 0.221560 1.524804 0.264465 -1.699 0.167 -3.255
N -1.074381 1.252895 0.001531 7.762 -2.377 1.582
H -0.929354 -2.280828 0.348897 0.818 1.871 -1.326
H 1.349950 -2.371621 0.410469 1.043 -1.230 0.322
H 2.382106 1.677354 -0.551720 -1.917 -2.093 1.078
H 0.347140 2.561372 0.117449 0.563 1.589 1.024
```
Forces are in eV/Å.

The energy above the lowest of the compared OMol25 structures with the same formula, charge and spin is 382.7 kJ/mol. The structure (SMILES) is [H]/N=c1/ccnccn1.

2.
This record from the Open Molecules 2025 dataset describes one molecule with the formula C5H5N3 at a distorted geometry. The level of theory is ωB97M-V/def2-TZVPD.

Structure (XYZ):
```
13
Properties=species:S:1:pos:R:3:forces:R:3
N -0.919456 -2.182970 -1.706462 0.586 1.501 1.557
C -0.368996 -1.405626 -1.028519 0.731 -1.541 -1.023
C 0.768945 -0.426874 -0.588547 0.743 -1.289 -4.229
C 1.099844 -0.439473 0.915367 -4.130 1.205 -0.133
C 0.007096 0.155043 1.487047 -1.624 2.181 -0.252
C -1.069828 1.038424 0.807839 4.073 -0.656 -5.023
N -0.847918 1.408259 -0.496692 -0.405 -0.735 3.555
N 0.239716 0.877888 -1.132590 -0.944 0.425 -0.362
H 1.619306 -0.749552 -1.430502 -1.835 0.880 2.697
H 1.603224 -1.166952 1.545744 0.687 0.135 -0.859
H -0.353530 0.278700 2.495899 1.309 -0.958 0.948
H -1.799272 1.616914 1.337733 -0.334 -0.211 0.205
H 0.020868 0.996218 -2.206316 1.142 -0.935 2.917
```
Forces are in eV/Å.

The energy above the lowest of the compared OMol25 structures with the same formula, charge and spin is 344.1 kJ/mol. The structure (SMILES) is N#C[C@@H]1C=CC=NN1.

3.
This record from the Open Molecules 2025 dataset describes one molecule with the formula C5H5N3 at a distorted geometry. The level of theory is ωB97M-V/def2-TZVPD.

Structure (XYZ):
```
13
Properties=species:S:1:pos:R:3:forces:R:3
C 1.986997 -0.007024 0.045840 -0.678 -0.427 -0.078
C 1.697092 -0.182471 1.434225 2.738 0.656 -0.046
C 0.778840 0.217374 -0.406032 -1.006 -1.711 4.186
C -1.484577 0.344150 0.254933 1.626 3.471 4.936
C -2.128969 -0.278035 -0.610265 -3.930 -2.746 -4.164
N 0.478655 0.083925 1.834107 -0.139 -0.610 -1.381
N -0.168618 0.257618 0.579537 2.893 -0.172 0.755
N -2.545148 -1.093567 -1.435992 0.526 -1.099 -1.367
H 2.748586 0.046974 -0.720017 0.891 -0.300 1.094
H 2.643090 -0.333392 1.920972 -0.655 -0.313 2.010
H -2.144725 1.043853 0.692672 0.316 1.325 2.155
H 0.599746 0.650725 -1.223019 -2.049 2.559 -6.866
H -2.460971 -0.750131 -2.366961 -0.533 -0.632 -1.233
```
Forces are in eV/Å.

As for the spin multiplicity: 3. Its expectation value of S² is 2.013. The energy above the lowest of the compared OMol25 structures with the same formula, charge and spin is 360.6 kJ/mol.

4.
This record from the Open Molecules 2025 dataset describes one molecule with the formula C5H5N3O at a distorted geometry. The level of theory is ωB97M-V/def2-TZVPD.

Structure (XYZ):
```
14
Properties=species:S:1:pos:R:3:forces:R:3
H 3.518576 0.739973 0.130683 -0.327 -0.557 -0.072
N 3.039233 -0.173336 0.069918 1.350 0.676 -0.005
C 1.790873 -0.061348 -0.003571 -1.231 0.149 -0.006
C 0.846037 -1.173424 -0.052227 0.810 -1.136 0.124
C -0.397001 -0.724404 -0.019909 0.138 1.300 -0.224
N -1.711379 -1.084243 -0.130113 -0.624 -1.364 0.914
O -2.474654 0.069819 0.091384 -0.713 1.537 -0.467
C -1.606229 1.153929 -0.011565 0.081 0.042 0.377
C -0.350269 0.724277 -0.023046 0.379 0.224 -0.095
N 0.984655 1.106176 -0.000706 -0.515 -0.126 0.031
H 1.182898 -2.174923 -0.083761 0.294 -0.743 0.027
H -2.095024 -1.738864 0.566708 0.545 0.127 -0.622
H -2.025814 2.150067 -0.009330 -0.246 -0.340 0.010
H 1.328580 2.010839 -0.247151 0.059 0.212 0.008
```
Forces are in eV/Å.

The energy above the lowest of the compared OMol25 structures with the same formula, charge and spin is 277.9 kJ/mol. The structure (SMILES) is [H]/N=c1/cc2[nH]occ-2[nH]1.

5.
This record from the Open Molecules 2025 dataset describes one molecule with the formula C5H5N3O at a distorted geometry. The level of theory is ωB97M-V/def2-TZVPD.

Structure (XYZ):
```
14
Properties=species:S:1:pos:R:3:forces:R:3
N 2.340033 -0.326170 0.788493 6.046 -3.499 4.653
C 1.788646 0.158199 -0.279464 -7.036 -1.057 1.803
O 2.244828 0.574607 -1.255412 3.485 1.909 -4.264
C 0.207526 0.132510 -0.255014 2.400 -1.579 1.386
C -0.521620 1.237633 0.093339 7.858 4.767 -0.979
N -1.727142 1.258669 0.082074 -8.522 -0.058 1.081
C -2.386331 0.092764 -0.061470 4.838 0.408 -1.065
C -1.712053 -1.010490 -0.434702 1.208 -3.049 0.720
N -0.389947 -1.020339 -0.433488 2.062 0.435 -0.687
H 1.926953 -0.829870 1.746049 1.125 2.016 -4.126
H 3.519344 -0.503289 0.579393 -4.587 0.682 1.222
H 0.015026 2.334604 0.153132 -0.918 -2.810 0.148
H -3.333824 -0.010627 -0.149867 -6.586 0.488 0.136
H -1.971441 -2.088197 -0.573061 -1.373 1.347 -0.027
```
Forces are in eV/Å.

The energy above the lowest of the compared OMol25 structures with the same formula, charge and spin is 285.6 kJ/mol. The structure (SMILES) is NC(=O)c1cnccn1.

6.
This record from the Open Molecules 2025 dataset describes one molecule with the formula C5H5N5 at a distorted geometry. The level of theory is ωB97M-V/def2-TZVPD.

Structure (XYZ):
```
15
Properties=species:S:1:pos:R:3:forces:R:3
N -0.721967 1.322285 2.531914 1.831 -1.281 1.803
C -0.290024 0.524802 1.524079 -0.078 0.442 -0.569
N 0.801643 -0.271742 1.753320 -0.458 0.078 -0.627
C 1.290634 -0.973165 0.710691 -1.084 1.272 1.178
C 0.663268 -0.846357 -0.503203 -0.181 -1.269 -1.568
N 0.940307 -1.346440 -1.783925 1.453 -0.091 -0.122
C 0.165993 -0.747790 -2.613517 -0.666 0.106 -1.003
N -0.807795 0.031028 -1.944368 0.041 0.664 -0.662
C -0.447056 -0.045313 -0.595183 -1.502 2.387 -0.421
N -0.975336 0.718106 0.374676 1.037 -1.387 -0.258
H -0.213861 1.244375 3.425092 -0.719 0.299 -0.940
H -1.431891 1.987684 2.383104 -0.614 0.498 -0.159
H 2.187694 -1.527753 0.881759 0.345 -0.409 0.004
H 0.270662 -0.836545 -3.765939 -0.580 0.161 2.333
H -1.432271 0.766825 -2.378499 1.176 -1.467 1.011
```
Forces are in eV/Å.

The energy above the lowest of the compared OMol25 structures with the same formula, charge and spin is 51.5 kJ/mol. The structure (SMILES) is Nc1ncc2nc[nH]c2n1.

7.
This record from the Open Molecules 2025 dataset describes one molecule with the formula C5H5NO at a distorted geometry. The level of theory is ωB97M-V/def2-TZVPD.

Structure (XYZ):
```
12
Properties=species:S:1:pos:R:3:forces:R:3
C -2.218267 0.436575 -0.107274 -1.025 2.528 -1.002
C -0.945526 -0.070707 0.174544 -0.488 -1.245 0.782
C 1.435250 0.001611 0.717155 1.480 -0.766 1.144
C -3.493315 -0.020886 -0.062825 2.939 0.155 -0.034
C 2.337991 -0.369988 -0.428208 -0.666 1.377 2.000
N 0.200776 0.200305 0.483573 -0.971 -0.851 0.239
O -4.606371 -0.257384 -0.044865 -1.016 -0.274 0.082
H -2.315959 1.496820 -0.516924 -0.049 -0.950 0.533
H 1.873889 -0.189344 1.754050 -1.287 0.742 -1.246
H 2.088850 -1.262969 -0.897491 -0.782 -1.532 -1.117
H 3.306731 -0.447936 -0.051452 1.757 -0.280 0.585
H 2.335954 0.483907 -1.020285 0.106 1.096 -1.967
```
Forces are in eV/Å.

The energy above the lowest of the compared OMol25 structures with the same formula, charge and spin is 392.6 kJ/mol.

8.
This record from the Open Molecules 2025 dataset describes one molecule with the formula C5H5NO at a distorted geometry. The level of theory is ωB97M-V/def2-TZVPD.

Structure (XYZ):
```
12
Properties=species:S:1:pos:R:3:forces:R:3
N 0.750483 -2.112687 -1.893375 -0.104 0.958 0.391
C 0.597377 -1.049311 -1.464412 0.219 -0.948 -0.333
C 0.356230 0.265389 -0.923986 -0.135 -0.103 -0.208
C 1.077778 0.766715 0.306500 -0.275 0.087 0.129
C -0.391620 0.426069 0.377471 -0.407 -0.066 -0.097
C -1.184887 -0.562415 1.152228 -0.288 -0.336 0.213
O -1.125586 -0.838038 2.320194 0.314 -0.123 -0.600
H 0.116311 1.023321 -1.666922 0.051 -0.262 0.050
H 1.789819 0.057718 0.743068 -0.582 0.219 0.090
H 1.442499 1.792585 0.298464 -0.290 -0.203 -0.011
H -1.346766 0.985565 0.241225 1.466 1.588 -0.092
H -2.081633 -0.754907 0.509545 0.030 -0.811 0.466
```
Forces are in eV/Å.

The energy above the lowest of the compared OMol25 structures with the same formula, charge and spin is 223.1 kJ/mol. The structure (SMILES) is N#C[C@@H]1C[C@@H]1C=O.

9.
This record from the Open Molecules 2025 dataset describes one molecule with the formula C5H5NO at a distorted geometry. The level of theory is ωB97M-V/def2-TZVPD.

Structure (XYZ):
```
12
Properties=species:S:1:pos:R:3:forces:R:3
H 1.084644 0.907170 1.789034 0.160 -0.151 0.186
N 0.451631 0.133323 2.008164 -0.288 0.077 -0.226
C 0.195686 -0.512800 0.950515 0.530 -0.158 0.390
C 0.885550 -0.336082 -0.375067 -0.054 -0.008 -0.289
C -0.125601 -0.205720 -1.513904 0.146 0.046 0.474
C -1.336083 0.287355 -1.228912 0.132 -0.034 0.099
C -1.747993 0.698240 -0.031967 -0.939 0.636 0.319
O -2.294738 1.151788 0.887275 0.234 -0.351 -0.898
H -0.528694 -1.335812 1.004739 0.191 0.064 0.044
H 1.481604 0.588487 -0.343485 0.002 -0.208 -0.069
H 1.593760 -1.171355 -0.439309 -0.089 0.068 -0.504
H 0.156246 -0.454648 -2.545582 -0.023 0.019 0.474
```
Forces are in eV/Å.

The energy above the lowest of the compared OMol25 structures with the same formula, charge and spin is 287.9 kJ/mol. The structure (SMILES) is [H]/N=C\CC=C=C=O.

10.
This record from the Open Molecules 2025 dataset describes one molecule with the formula C5H5NO at a distorted geometry. The level of theory is ωB97M-V/def2-TZVPD.

Structure (XYZ):
```
12
Properties=species:S:1:pos:R:3:forces:R:3
N -1.238674 -1.203807 -2.226207 0.675 0.505 0.561
C -0.413970 -0.756545 -1.549514 -0.569 -0.237 -0.482
C 0.642677 -0.318511 -0.661700 -0.094 0.084 0.034
C 0.621726 -0.904810 0.723431 0.008 -0.364 -0.038
C 0.338826 0.566199 0.561600 -0.452 0.375 -0.181
C -1.036603 1.274134 0.516924 1.009 0.260 0.081
O -1.103616 2.480751 0.438542 0.081 -1.133 0.205
H 1.606768 -0.170710 -1.140156 -0.200 -0.087 0.066
H -0.179903 -1.586312 0.997936 0.006 0.194 -0.258
H 1.608131 -1.275584 1.017630 -0.396 0.592 0.432
H 1.112870 1.253145 0.895568 -0.043 -0.073 -0.414
H -1.939730 0.645757 0.492318 -0.027 -0.116 -0.007
```
Forces are in eV/Å.

The energy above the lowest of the compared OMol25 structures with the same formula, charge and spin is 155.3 kJ/mol. The structure (SMILES) is N#C[C@@H]1C[C@@H]1C=O.